{
  "formula": "C35H35BrN5O4PbS",
  "method": "ωB97M-V/def2-TZVPD",
  "symbols": ["Pb", "Br", "C", "C", "C", "C", "O", "C", "C", "N", "C", "C", "C", "C", "C", "C", "C", "C", "N", "C", "C", "H", "H", "H", "H", "H", "H", "H", "H", "H", "H", "C", "O", "C", "C", "H", "H", "H", "H", "H", "H", "C", "C", "C", "N", "C", "S", "N", "C", "O", "C", "C", "C", "C", "C", "C", "H", "H", "H", "H", "H", "H", "H", "H", "H", "H", "H", "H", "H", "H", "O", "N", "C", "C", "C", "C", "C", "H", "H", "H", "H", "H"],
  "xyz": [[0.4619, 0.6225, 1.4340], [-4.0971, 6.8279, 2.4553], [-3.3256, 5.1384, 2.0768], [-3.8226, 4.3678, 1.0242], [-3.2640, 3.1419, 0.7558], [-2.1798, 2.6275, 1.5054], [-1.7015, 1.4590, 1.2082], [-1.6835, 3.4276, 2.5605], [-0.6190, 3.0445, 3.4796], [0.2561, 2.1118, 3.3757], [1.1982, 1.8908, 4.4282], [1.3171, 2.7267, 5.5594], [2.2207, 2.4243, 6.5540], [3.0385, 1.3010, 6.4699], [2.9848, 0.4658, 5.3478], [3.8048, -0.6715, 5.1753], [3.6862, -1.4546, 4.0188], [2.7776, -1.0972, 3.0612], [1.9734, -0.0050, 3.1889], [2.0482, 0.7768, 4.2983], [-2.2842, 4.6676, 2.8343], [-4.6484, 4.7346, 0.4288], [-3.6333, 2.5267, -0.0551], [-0.5969, 3.6665, 4.3726], [0.7194, 3.6190, 5.6659], [2.2953, 3.0801, 7.4125], [3.7370, 1.0658, 7.2633], [4.5193, -0.9260, 5.9474], [4.3073, -2.3282, 3.8690], [2.6564, -1.6770, 2.1515], [-1.9084, 5.2623, 3.6584], [-2.4001, -1.5468, 0.8118], [-1.9978, -1.7915, 2.1990], [-0.9572, -1.1974, 2.6474], [-0.6728, -1.5425, 4.0550], [-1.8896, -2.2811, 0.1924], [-2.1724, -0.5152, 0.5568], [-3.4727, -1.7149, 0.7963], [-1.4165, -2.1954, 4.5135], [-0.5685, -0.6019, 4.6061], [0.3275, -1.9862, 4.0895], [-4.3460, 1.2542, -4.1162], [-3.1797, 2.2197, -3.9622], [-1.8982, 1.7170, -4.6116], [-1.3943, 0.4916, -4.0007], [-0.6541, 0.4829, -2.8952], [-0.1497, 1.7811, -2.0155], [-0.2694, -0.7698, -2.3735], [-0.3244, -2.0835, -2.7786], [-0.1705, -2.9640, -1.9506], [-0.4893, -2.4130, -4.2276], [-1.3833, -3.4191, -4.5723], [-1.5172, -3.7926, -5.9018], [-0.7358, -3.1813, -6.8727], [0.1773, -2.1942, -6.5225], [0.2973, -1.8009, -5.1983], [-5.2378, 1.6248, -3.6110], [-4.1165, 0.2780, -3.6823], [-4.6008, 1.1013, -5.1678], [-2.9775, 2.4127, -2.9064], [-3.4231, 3.1834, -4.4162], [-1.1121, 2.4673, -4.5399], [-2.0640, 1.4916, -5.6678], [-1.7129, -0.3838, -4.3798], [0.1145, -0.6626, -1.4420], [-1.9636, -3.9019, -3.7972], [-2.2215, -4.5663, -6.1765], [-0.8350, -3.4787, -7.9085], [0.7938, -1.7301, -7.2806], [0.9989, -1.0256, -4.9165], [2.4608, -0.4329, -0.6016], [3.2703, -1.4318, -0.6436], [2.7976, -2.6931, -0.7867], [3.6569, -3.7693, -0.8291], [5.0243, -3.5758, -0.7188], [5.4877, -2.2793, -0.5633], [4.6027, -1.2245, -0.5264], [1.7223, -2.7570, -0.8699], [3.2334, -4.7567, -0.9472], [5.7089, -4.4107, -0.7534], [6.5421, -2.0647, -0.4608], [4.8704, -0.1874, -0.4010]],
  "charge": 0,
  "homo_energy_ev": [-4.51, -6.83],
  "s2": 0.781,
  "fmax_ha_per_bohr": 0.01608,
  "homo_lumo_gap_ev": [4.477, 6.805],
  "e_above_lowest_ev": 0.0000,
  "spin_multiplicity": 2
}


{
  "formula": "C35H35CdI2N4O5PS2",
  "method": "ωB97M-V/def2-TZVPD",
  "symbols": ["Cd", "O", "C", "O", "C", "C", "C", "C", "C", "C", "P", "C", "C", "C", "C", "C", "C", "C", "C", "C", "C", "C", "C", "H", "H", "H", "H", "H", "H", "H", "H", "H", "H", "H", "H", "H", "H", "C", "O", "C", "O", "N", "N", "H", "H", "H", "H", "H", "H", "I", "C", "I", "H", "H", "S", "C", "N", "C", "C", "N", "H", "H", "H", "H", "H", "H", "C", "C", "O", "S", "C", "C", "C", "C", "C", "C", "C", "C", "H", "H", "H", "H", "H", "H", "H"],
  "xyz": [[0.3451, 0.7349, -0.0854], [-0.7922, 3.2339, 2.3976], [-0.8275, 3.3648, 1.1703], [0.0685, 2.9905, 0.3432], [-2.0362, 3.9599, 0.4906], [-2.7403, 5.0001, 1.0799], [-3.8007, 5.5904, 0.4119], [-4.1759, 5.1202, -0.8389], [-3.5028, 4.0528, -1.4116], [-2.4243, 3.4634, -0.7580], [-1.5336, 2.0555, -1.5411], [-2.8685, 1.0934, -2.3304], [-2.5797, 0.3071, -3.4453], [-3.5186, -0.5770, -3.9507], [-4.7579, -0.6981, -3.3378], [-5.0474, 0.0632, -2.2158], [-4.1074, 0.9491, -1.7106], [-0.7084, 2.9097, -2.9417], [-1.3341, 3.1552, -4.1599], [-0.6585, 3.8105, -5.1797], [0.6471, 4.2367, -4.9898], [1.2731, 4.0089, -3.7724], [0.6019, 3.3487, -2.7551], [-2.4359, 5.3428, 2.0598], [-4.3346, 6.4162, 0.8632], [-4.9993, 5.5806, -1.3693], [-3.8258, 3.6744, -2.3741], [-1.6091, 0.3940, -3.9204], [-3.2817, -1.1780, -4.8195], [-5.4916, -1.3895, -3.7298], [-6.0036, -0.0419, -1.7208], [-4.3364, 1.5198, -0.8193], [-2.3511, 2.8226, -4.3264], [-1.1565, 3.9891, -6.1237], [1.1737, 4.7453, -5.7865], [2.2918, 4.3405, -3.6173], [1.0936, 3.1793, -1.8052], [4.4358, 3.5371, -0.9204], [3.9894, 3.3168, 0.4193], [3.0446, 2.3722, 0.5525], [2.6072, 1.7290, -0.3811], [2.7067, 2.2300, 1.8538], [1.6174, 1.4216, 2.2062], [5.2880, 4.2049, -0.8375], [3.6462, 4.0048, -1.5079], [4.7266, 2.5990, -1.3890], [3.0390, 2.9416, 2.4905], [0.8396, 1.9981, 2.5476], [1.9095, 0.7364, 2.8943], [-0.5005, -3.1466, -2.6108], [0.2741, -1.8854, -4.1201], [1.3922, -0.2113, -3.4423], [-0.5712, -1.4976, -4.6749], [0.9256, -2.4717, -4.7556], [-2.3726, -0.7180, 0.6255], [-1.6068, -1.1683, 2.0416], [-1.3495, -2.4239, 2.4485], [-0.5397, -2.4610, 3.6604], [-0.6065, -0.9969, 4.1417], [-1.1346, -0.3127, 2.9716], [-1.3191, -3.1586, 1.7610], [0.4822, -2.7687, 3.4428], [-0.9620, -3.1513, 4.3890], [0.3792, -0.6163, 4.4099], [-1.2714, -0.8793, 5.0000], [-1.4494, 0.6463, 2.9798], [2.9275, -8.6096, 5.1439], [2.7147, -7.3862, 4.2886], [1.8322, -6.5943, 4.4668], [3.9302, -7.2414, 2.9802], [3.3794, -5.7398, 2.2219], [3.7845, -4.5145, 2.7389], [3.2796, -3.3421, 2.2088], [2.3586, -3.3729, 1.1559], [1.9972, -4.6091, 0.6171], [2.4994, -5.7846, 1.1487], [1.7494, -2.1630, 0.6920], [1.2156, -1.1272, 0.3527], [3.1158, -8.2856, 6.1671], [3.7608, -9.2161, 4.7951], [2.0132, -9.2014, 5.1404], [4.4844, -4.4884, 3.5634], [3.5764, -2.3839, 2.6144], [1.3055, -4.6379, -0.2150], [2.2000, -6.7412, 0.7423]],
  "charge": 0,
  "homo_energy_ev": -7.94,
  "fmax_ha_per_bohr": 0.00772,
  "homo_lumo_gap_ev": 8.015
}


{
  "formula": "C35H35Cl2DyN6S",
  "method": "ωB97M-V/def2-TZVPD",
  "symbols": ["Dy", "N", "C", "S", "N", "N", "C", "C", "C", "C", "C", "C", "C", "C", "C", "C", "C", "C", "N", "H", "H", "H", "H", "H", "H", "H", "H", "H", "H", "H", "Cl", "C", "Cl", "H", "H", "C", "C", "C", "C", "C", "C", "C", "C", "N", "C", "C", "C", "C", "H", "H", "H", "H", "H", "H", "H", "H", "H", "H", "H", "H", "H", "H", "H", "H", "H", "H", "N", "C", "C", "C", "C", "C", "C", "C", "C", "C", "H", "H", "H", "H"],
  "xyz": [[-0.8623, 0.4357, 1.3271], [-3.5973, 3.6135, 2.5406], [-3.1462, 2.5304, 1.8104], [-3.1933, 1.0005, 2.6579], [-2.6669, 2.7382, 0.6272], [-2.1457, 1.6092, -0.0039], [-2.1719, 1.5269, -1.3377], [-2.6054, 2.6522, -2.1876], [-3.8175, 3.3064, -2.0050], [-4.1333, 4.4076, -2.7819], [-3.2433, 4.8694, -3.7379], [-2.0247, 4.2327, -3.9113], [-1.7076, 3.1307, -3.1406], [-1.6751, 0.3460, -1.8942], [-1.8711, -0.1442, -3.1989], [-1.7109, -1.4701, -3.4821], [-1.5033, -2.3791, -2.4015], [-1.2152, -1.9375, -1.1670], [-0.9236, -0.5284, -0.9622], [-4.3127, 3.3643, 3.2087], [-3.8192, 4.4322, 1.9909], [-4.5112, 2.9506, -1.2583], [-5.0768, 4.9139, -2.6329], [-3.5036, 5.7180, -4.3545], [-1.3162, 4.6069, -4.6374], [-0.7538, 2.6359, -3.2625], [-2.2390, 0.5401, -3.9487], [-1.8697, -1.8576, -4.4749], [-1.6853, -3.4319, -2.5609], [-1.1192, -2.5765, -0.2977], [-0.3290, 2.5630, 3.2024], [-0.0998, 3.7536, 1.9138], [0.5082, 2.8851, 0.4938], [0.6385, 4.4940, 2.2203], [-1.0751, 4.1736, 1.6486], [1.0258, -5.7877, 3.3361], [0.2111, -4.5866, 2.9449], [-1.1548, -4.6871, 2.7210], [-1.8712, -3.5507, 2.3667], [-3.3537, -3.6124, 2.1452], [-1.2056, -2.3486, 2.2097], [0.1922, -2.1921, 2.4078], [0.8580, -3.3714, 2.8068], [0.7348, -0.9495, 2.1925], [2.1663, -0.7321, 2.4579], [2.4854, 0.7404, 2.1195], [3.0832, -1.5613, 1.5355], [2.5079, -0.9043, 3.9516], [0.3955, -6.6637, 3.4660], [1.5598, -5.5982, 4.2670], [1.7691, -6.0047, 2.5682], [-1.6594, -5.6366, 2.8250], [-3.7378, -4.5917, 2.4175], [-3.5940, -3.4244, 1.0984], [-3.8625, -2.8589, 2.7450], [-1.8241, -1.4637, 1.9374], [1.9129, -3.3713, 3.0188], [2.2368, 0.9529, 1.0771], [3.5484, 0.9280, 2.2575], [1.9568, 1.4217, 2.7858], [2.7027, -1.4955, 0.5181], [3.1369, -2.6073, 1.8055], [4.0906, -1.1537, 1.5627], [1.8917, -0.2201, 4.5360], [3.5582, -0.6779, 4.1286], [2.3063, -1.9058, 4.3129], [6.9424, 1.4480, -5.3710], [6.0265, 1.2333, -4.7156], [4.8982, 0.9475, -3.9194], [4.9871, -0.0144, -2.9118], [3.8799, -0.3321, -2.1554], [2.6682, 0.3230, -2.3869], [2.5895, 1.3017, -3.3864], [3.6928, 1.6145, -4.1453], [1.4792, -0.0127, -1.7071], [0.4008, -0.2502, -1.2084], [5.9294, -0.5118, -2.7419], [3.9435, -1.0899, -1.3886], [1.6446, 1.7929, -3.5636], [3.6292, 2.3589, -4.9236]],
  "charge": 0,
  "homo_energy_ev": [-6.62, -6.63],
  "s2": 9.344,
  "fmax_ha_per_bohr": 0.03301,
  "homo_lumo_gap_ev": [6.206, 6.222],
  "e_above_lowest_ev": 2.5455,
  "spin_multiplicity": 6
}


{
  "formula": "C35H35ClI2NP2RhSSe4",
  "method": "ωB97M-V/def2-TZVPD",
  "symbols": ["Rh", "C", "S", "C", "C", "C", "N", "P", "C", "C", "C", "C", "C", "C", "C", "C", "C", "C", "C", "C", "P", "C", "C", "C", "C", "C", "C", "C", "C", "C", "C", "C", "C", "H", "H", "H", "H", "H", "H", "H", "H", "H", "H", "H", "H", "H", "H", "H", "H", "H", "H", "H", "H", "H", "H", "H", "H", "H", "H", "H", "H", "H", "Se", "Se", "Se", "Se", "Cl", "C", "C", "C", "C", "C", "C", "C", "H", "H", "H", "H", "H", "H", "I", "I"],
  "xyz": [[1.3988, -1.8642, 0.3213], [-1.6159, 6.0512, -0.1856], [-2.2166, 4.7703, 0.9223], [-0.8457, 3.6077, 0.7695], [-1.0866, 2.4065, 1.6705], [-0.0509, 1.3068, 1.4714], [0.1935, 0.9000, 0.0378], [1.8476, 0.3297, -0.1247], [2.2407, 0.6821, -1.8627], [3.3183, 0.0249, -2.4506], [3.6355, 0.2669, -3.7786], [2.8766, 1.1571, -4.5251], [1.8030, 1.8151, -3.9409], [1.4868, 1.5825, -2.6106], [2.8922, 1.5608, 0.7050], [2.7635, 2.9152, 0.3894], [3.5865, 3.8480, 0.9927], [4.5575, 3.4349, 1.9009], [4.6945, 2.0927, 2.2091], [3.8567, 1.1539, 1.6164], [-0.4875, -0.7034, -0.3127], [-2.1839, -0.6849, 0.2958], [-3.0757, 0.3649, 0.0704], [-4.3917, 0.2619, 0.4858], [-4.8267, -0.8898, 1.1313], [-3.9471, -1.9334, 1.3651], [-2.6265, -1.8335, 0.9467], [-0.7237, -0.7779, -2.1276], [-1.8260, -0.2284, -2.7836], [-1.9476, -0.3206, -4.1622], [-0.9783, -0.9774, -4.9065], [0.1103, -1.5494, -4.2667], [0.2324, -1.4536, -2.8886], [-2.3570, 6.8485, -0.2141], [-1.4821, 5.6701, -1.1987], [-0.6737, 6.4695, 0.1692], [0.0918, 4.1051, 1.0352], [-0.7620, 3.2773, -0.2693], [-2.0960, 2.0354, 1.5307], [-1.0260, 2.7058, 2.7205], [-0.2971, 0.4380, 2.0879], [0.8860, 1.6934, 1.8672], [3.8979, -0.6935, -1.8805], [4.4708, -0.2515, -4.2327], [3.1194, 1.3351, -5.5655], [1.2031, 2.5021, -4.5249], [0.6305, 2.0660, -2.1577], [2.0169, 3.2345, -0.3295], [3.4801, 4.8980, 0.7516], [5.2063, 4.1668, 2.3651], [5.4485, 1.7676, 2.9141], [3.9565, 0.1068, 1.8738], [-2.7410, 1.2703, -0.4216], [-5.0744, 1.0836, 0.3103], [-5.8570, -0.9669, 1.4555], [-4.2781, -2.8293, 1.8732], [-1.9419, -2.6569, 1.1266], [-2.6119, 0.2616, -2.2290], [-2.8120, 0.1106, -4.6514], [-1.0794, -1.0538, -5.9825], [0.8687, -2.0762, -4.8321], [1.0813, -1.9054, -2.3944], [3.7691, -2.3820, 0.6495], [4.5223, -4.1716, -0.4642], [1.9307, -5.3936, -1.3919], [0.4442, -4.0091, -0.4507], [-0.9486, -0.6079, 4.2958], [-1.1477, -2.2666, 3.7884], [-2.3309, -2.8907, 4.1435], [-2.5434, -4.2164, 3.8006], [-1.5396, -4.9175, 3.1370], [-0.3560, -4.2885, 2.8119], [-0.1218, -2.9239, 3.0904], [1.1195, -2.3138, 2.6917], [-3.0785, -2.3262, 4.6856], [-3.4722, -4.7032, 4.0684], [-1.6777, -5.9614, 2.8845], [0.4317, -4.8452, 2.3198], [1.9588, -2.9940, 2.6432], [1.3417, -1.3318, 3.0876], [-3.1633, -3.5299, -2.3052], [-5.0707, -4.8559, -1.0572]],
  "charge": 0,
  "homo_energy_ev": [-6.49, -7.54],
  "s2": 6.044,
  "fmax_ha_per_bohr": 0.00888,
  "homo_lumo_gap_ev": [5.182, 5.669],
  "e_above_lowest_ev": 0.4465,
  "spin_multiplicity": 5
}


{
  "formula": "C35H36CsN7O3P2S2Se2",
  "method": "ωB97M-V/def2-TZVPD",
  "symbols": ["Cs", "Se", "P", "Se", "C", "C", "C", "C", "C", "C", "C", "C", "C", "C", "C", "C", "H", "H", "H", "H", "H", "H", "H", "H", "H", "H", "N", "C", "C", "C", "C", "C", "C", "S", "O", "O", "N", "C", "N", "C", "C", "C", "N", "H", "H", "H", "H", "H", "H", "H", "H", "H", "N", "C", "C", "C", "C", "C", "C", "N", "C", "C", "C", "S", "C", "N", "H", "H", "H", "H", "H", "H", "H", "C", "P", "C", "C", "O", "H", "H", "H", "H", "H", "H", "H", "H", "H", "H"],
  "xyz": [[0.1554, -0.6586, 1.0385], [-1.0096, 2.0928, 2.9645], [-2.0994, 3.0427, 1.4795], [-1.9577, 1.6368, -0.3081], [-1.3067, 4.6741, 1.1702], [-1.2570, 5.6238, 2.1999], [-0.6603, 6.8690, 1.9796], [-0.1117, 7.1705, 0.7298], [-0.1601, 6.2269, -0.3006], [-0.7565, 4.9807, -0.0826], [-3.8571, 3.2639, 1.9906], [-4.3182, 2.8478, 3.2499], [-5.6587, 3.0340, 3.6031], [-6.5439, 3.6350, 2.7040], [-6.0895, 4.0513, 1.4498], [-4.7501, 3.8665, 1.0940], [-1.6804, 5.3988, 3.1708], [-0.6235, 7.5998, 2.7770], [0.3499, 8.1346, 0.5596], [0.2643, 6.4613, -1.2683], [-0.7867, 4.2623, -0.8898], [-3.6519, 2.3817, 3.9612], [-6.0114, 2.7123, 4.5745], [-7.5808, 3.7783, 2.9790], [-6.7748, 4.5171, 0.7535], [-4.4075, 4.1930, 0.1200], [7.4930, -0.6797, -4.4010], [6.6905, -0.3144, -3.3059], [7.2736, -0.0824, -2.0544], [6.5038, 0.3805, -0.9841], [5.1502, 0.6470, -1.1812], [4.5704, 0.4984, -2.4415], [5.3499, 0.0363, -3.5046], [4.1260, 1.2775, 0.1795], [3.5280, 2.4547, -0.4593], [5.0995, 1.6239, 1.2169], [3.0554, 0.1593, 0.5534], [3.4599, -1.1752, 1.2025], [2.6008, -2.2438, 1.9559], [3.2229, -3.3346, 2.4047], [4.5639, -3.5479, 2.2146], [5.2659, -2.5781, 1.5231], [4.7595, -1.4336, 1.0155], [8.3045, -1.2189, -4.1187], [6.9588, -1.1370, -5.1323], [8.3312, -0.2647, -1.8951], [6.9485, 0.5334, -0.0054], [3.5267, 0.7592, -2.5896], [4.8967, -0.0487, -4.4869], [2.5998, -4.0454, 2.9329], [5.0544, -4.4350, 2.5874], [6.3307, -2.6989, 1.3436], [-2.9394, -4.7568, 0.9858], [-3.8375, -4.1112, 1.7955], [-5.0674, -4.4937, 2.3348], [-5.7199, -3.5494, 3.1368], [-5.1616, -2.2915, 3.3794], [-3.9256, -1.9361, 2.8244], [-3.2579, -2.8690, 2.0188], [-2.0547, -2.7670, 1.3688], [-1.8759, -3.9183, 0.7477], [-0.6834, -4.2688, -0.0995], [-0.5316, -5.4873, -0.7352], [0.9488, -5.5217, -1.6069], [1.2722, -3.9253, -1.0762], [0.3621, -3.3788, -0.3040], [-3.0438, -5.6917, 0.6258], [-5.5024, -5.4691, 2.1479], [-6.6817, -3.7998, 3.5804], [-5.6901, -1.5771, 4.0063], [-3.4847, -0.9625, 3.0071], [-1.1844, -6.3463, -0.7438], [2.1749, -3.4014, -1.3627], [0.8706, -1.2039, -4.2276], [-0.5564, -0.6933, -3.2926], [-1.8690, -1.7969, -3.7726], [-1.0090, 0.9045, -3.9356], [-0.3129, -0.6814, -1.8113], [0.6562, -1.2004, -5.3001], [1.1739, -2.2153, -3.9428], [1.7109, -0.5284, -4.0445], [-2.0173, -1.7791, -4.8561], [-2.8084, -1.5066, -3.2940], [-1.6347, -2.8232, -3.4764], [-1.1781, 0.8572, -5.0151], [-0.2161, 1.6332, -3.7452], [-1.9268, 1.2628, -3.4611], [0.6209, -0.6359, 3.8711]],
  "charge": -2,
  "homo_energy_ev": 0.78,
  "fmax_ha_per_bohr": 0.07754,
  "homo_lumo_gap_ev": 2.182,
  "e_above_lowest_ev": 0.0000
}